No. 1
ORCA calculation (ωB97M-V/def2-TZVPD) on 8 unconnected molecules or ions with the total composition F6H14O7P at a distorted geometry.

Last column: Löwdin charge in e.
Geometry (Å):
1 P 0.52317 -0.10806 -0.17964  0.3387
2 F -0.57839 -1.18825 -0.66224  -0.1494
3 F 1.31045 -1.29435 0.65690  -0.1544
4 F 1.25099 -0.48440 -1.60006  -0.1412
5 F 1.66333 0.99847 0.34664  -0.1683
6 F -0.33784 1.11398 -0.84782  -0.1407
7 F -0.27504 0.17267 1.25295  -0.2028
8 O -0.75076 2.03537 3.14840  -0.0504
9 H -0.78930 1.38273 2.44926  -0.0274
10 H 0.12620 2.41227 3.07680  0.0267
11 O 1.19909 3.64875 0.02457  -0.0621
12 H 1.04588 2.71297 0.15519  -0.0299
13 H 2.12977 3.71191 -0.19006  0.0251
14 O -2.48629 -0.78258 2.42602  -0.0465
15 H -3.11090 -0.73771 1.70208  0.0173
16 H -1.65927 -0.48319 2.04834  -0.0233
17 O 3.84412 -2.12798 0.39903  -0.0657
18 H 3.33979 -2.76202 0.90882  0.0234
19 H 3.19533 -1.49207 0.09747  -0.0109
20 O -0.75289 -0.72752 -3.42851  -0.0601
21 H -0.62371 0.15811 -3.76793  0.0329
22 H -0.37672 -0.70454 -2.54861  -0.0447
23 O -2.90197 1.80316 0.31344  -0.0438
24 H -1.94902 1.73994 0.24943  -0.0085
25 H -3.21193 0.90882 0.17090  0.0190
26 O 0.34762 -3.52929 -1.93499  -0.0529
27 H 0.16199 -2.62047 -1.69871  -0.0288
28 H -0.33369 -3.75672 -2.56769  0.0284

Forces on the atoms, in the same order (eV/Å):
0.66 -0.21 1.30
-0.77 0.32 0.90
-0.35 0.95 -1.21
0.77 1.20 1.44
-0.73 -1.46 -1.18
0.80 -0.79 0.13
0.09 -0.12 -1.08
-0.19 0.33 0.46
-0.02 0.03 -0.02
0.21 0.09 -0.08
-0.18 0.71 0.03
0.03 -0.23 -0.03
0.17 -0.06 -0.03
-0.44 -0.31 0.39
-0.12 -0.01 -0.05
0.16 -0.11 -0.09
0.80 -0.12 -0.06
-0.22 -0.03 0.03
-0.21 0.02 0.02
-0.41 -0.23 -0.55
0.04 0.17 -0.03
-0.01 0.05 -0.07
-0.44 0.24 0.08
0.28 0.03 -0.10
-0.01 -0.13 -0.12
0.22 -0.49 -0.02
-0.01 0.13 0.12
-0.13 0.03 -0.17

As for the highest occupied orbital energy: -8.18 eV. The value obtained for the maximum force is 2.0 eV Å⁻¹. The charge is -1. Its frontier orbital gap is 11.31 eV. The total energy comes out at -1475.9501 Eh.


No. 2
ORCA calculation (ωB97M-V/def2-TZVPD) on 12 unconnected molecules or ions with the total composition F6H22O11P at a distorted geometry.

Last column: Löwdin spin population.
Geometry (Å):
1 P -0.46804 -0.12105 0.02673  -0.0002
2 F 0.08177 -1.33895 0.88487  0.0000
3 F -0.91973 -1.11446 -1.25246  -0.0001
4 F -1.93674 -0.13767 0.63742  0.0000
5 F -0.93559 1.14521 -0.86899  -0.0006
6 F -0.14254 1.01980 1.15332  0.0001
7 F 1.01024 -0.05092 -0.59046  -0.0028
8 O -1.92208 -2.87742 -3.18810  0.0021
9 H -1.08740 -3.34578 -3.17434  -0.0001
10 H -1.79128 -2.13648 -2.59638  -0.0001
11 O 3.91124 -0.63055 -1.80082  0.0050
12 H 4.85903 -0.76026 -1.76758  -0.0001
13 H 3.58675 -1.02276 -0.99020  -0.0002
14 O -4.15246 -1.10532 -0.82055  0.0000
15 H -4.68831 -0.87079 -0.06286  0.0000
16 H -3.25029 -1.00914 -0.51546  0.0000
17 O 0.29582 3.98915 -1.37320  0.1747
18 H -0.30816 3.52838 -0.79084  0.0010
19 H -0.13422 3.97083 -2.22816  0.0007
20 O -0.47765 3.88597 2.39505  0.0017
21 H -0.94906 4.71440 2.48286  0.0000
22 H -1.14741 3.25566 2.12982  0.0000
23 O -2.62997 2.32239 1.35510  0.0000
24 H -2.08234 1.60467 1.03695  0.0000
25 H -3.52600 2.04016 1.17148  0.0000
26 O 0.67533 -3.53665 3.29510  0.0000
27 H 1.26317 -3.09716 3.90953  0.0000
28 H 0.00223 -2.88494 3.09905  0.0000
29 O 1.10656 -0.41432 -3.48129  0.1328
30 H 1.88649 -0.79085 -3.07365  -0.0004
31 H 0.48253 -0.31800 -2.76189  0.0002
32 O -0.96496 -1.25088 3.42810  0.0000
33 H -0.88696 -0.97518 2.51479  0.0000
34 H -0.44653 -0.61168 3.91686  0.0000
35 O 2.75955 1.89643 -1.09317  0.6720
36 H 1.92189 1.65916 -0.69534  0.0060
37 H 3.13774 1.06239 -1.37170  0.0086
38 O 2.97427 -1.82579 0.50711  -0.0001
39 H 2.62176 -2.66797 0.21949  0.0000
40 H 2.27135 -1.19962 0.33378  0.0000

Forces on the atoms, in the same order (eV/Å):
-1.53 1.09 -1.15
-0.80 -0.03 0.23
0.59 0.76 1.66
-0.40 -1.68 0.28
0.41 -0.06 -1.04
1.31 -1.03 0.29
1.22 0.78 -0.64
-0.18 -0.15 -0.28
0.17 -0.12 -0.02
-0.11 0.09 0.10
-0.36 1.15 -0.67
0.33 0.02 -0.12
-0.09 -0.94 0.96
-0.19 -0.02 -0.31
-0.15 -0.01 0.17
0.10 -0.04 0.04
0.76 -0.04 0.04
-0.41 -0.28 0.55
-0.17 -0.01 -0.47
0.65 0.15 0.01
-0.11 0.16 0.03
-0.52 -0.21 -0.03
-0.06 0.50 0.09
-0.12 0.02 0.04
-0.22 0.04 0.03
0.45 -0.68 -0.24
0.08 0.08 0.12
-0.36 0.38 0.21
0.14 0.41 -0.33
0.50 -0.24 0.10
-0.49 -0.07 0.22
-0.26 -0.15 0.18
-0.11 0.10 -0.02
0.09 0.21 0.20
0.21 2.09 -0.03
-1.42 -0.17 0.67
1.16 -2.01 -1.06
0.65 0.33 -0.30
-0.20 -0.42 0.12
-0.58 -0.01 0.39

As for the highest occupied orbital energy (spin up / spin down): -10.83 / -10.83 eV. The value obtained for the maximum force is 2.6 eV Å⁻¹. Its expectation value of S² is 0.76. Its frontier orbital gap (spin up / spin down) is 10.49 / 2.91 eV. The total energy comes out at -1781.4364 Eh. Its spin multiplicity is 2.


> The highest maximum force belongs to which entry?

F6H22O11P